[1]
ORCA calculation (ωB97M-V/def2-TZVPD) on a structure of composition C24H33CsN3PSe2.

ORCA input file:
```
! wB97M-V def2-TZVPD RIJCOSX def2/J DEFGRID3
* xyz 0 1
H 2.166 2.302 -0.385
H 2.182 5.512 -2.078
C -2.802 1.811 1.954
C 4.498 0.129 -2.593
C -2.732 3.690 3.467
C 0.585 -3.333 -0.474
H 4.194 2.808 -2.572
H -2.288 -0.297 3.832
H 5.709 1.773 -0.827
C 0.514 -4.703 -0.305
C -2.081 2.682 2.759
C 0.718 -7.039 -1.232
C -4.106 3.828 3.376
H 0.856 5.075 -3.182
C -2.779 -1.002 1.855
H 3.115 3.744 -0.629
C 0.344 3.947 -0.822
H 1.335 -5.542 -3.459
H 0.374 -2.660 0.352
H 2.737 1.925 -3.003
C -3.367 -2.027 1.128
H -0.274 -7.354 -0.903
H 0.003 3.055 -0.290
N 0.904 -2.753 -1.638
H -1.007 2.561 2.827
C -4.834 2.961 2.565
C 3.376 2.196 -2.155
H -4.373 -3.918 1.201
H 4.334 1.811 0.292
H 5.139 0.281 -0.044
H 5.366 0.606 -3.078
C 1.159 -3.560 -2.666
H -3.400 -1.950 0.048
C -4.186 1.964 1.858
C 0.786 -5.546 -1.377
Se -2.588 0.517 -1.031
P -2.003 0.440 1.049
C -3.886 -3.201 3.164
H 3.768 -0.096 -3.374
H -0.512 4.395 -1.325
H 0.719 4.662 -0.072
H 1.408 -3.081 -3.608
H 4.832 -0.813 -2.156
C 1.729 4.688 -2.655
C 4.815 1.222 -0.488
H -5.908 3.064 2.481
Cs 0.485 0.300 -1.638
H -4.760 1.306 1.217
H 0.243 -5.099 0.666
C 2.519 2.985 -1.163
H -4.315 -4.055 3.674
C 1.116 -4.943 -2.583
H 1.431 -7.393 -0.486
C -3.915 -3.126 1.781
H 2.456 4.364 -3.401
C -3.303 -2.173 3.899
N 1.352 3.576 -1.805
H -2.152 4.358 4.091
H 0.937 -7.542 -2.173
N 3.891 0.961 -1.576
H -4.612 4.608 3.931
H -3.280 -2.215 4.981
Se 0.118 0.395 1.548
C -2.751 -1.084 3.248
*
```

Output
HOMO-LUMO gap: 7.41 eV

Löwdin population analysis, charges in e, atoms 1 to 8: atom 1 (H): 0.06, atom 2 (H): 0.09, atom 3 (C): -0.41, atom 4 (C): -0.11, atom 5 (C): -0.08, atom 6 (C): -0.13, atom 7 (H): 0.12, atom 8 (H): 0.11

---

[2]
ORCA calculation (ωB97M-V/def2-TZVPD) on a structure of composition C24H33F9N4OReS.

ORCA input file:
```
! wB97M-V def2-TZVPD RIJCOSX def2/J DEFGRID3
* xyz 2 4
C -2.827 3.510 0.611
C -1.268 -3.707 0.815
C -2.394 -0.234 -2.468
C 3.100 -0.768 -1.373
H -2.913 -0.963 4.475
C -2.656 4.075 -0.637
H -1.578 -4.561 1.424
H -0.034 -1.170 -1.943
C -0.540 2.946 -0.792
C 3.469 1.542 -1.412
H -2.155 -3.260 0.362
H -3.813 1.232 -1.755
H 1.465 2.802 2.276
H 0.187 0.432 -2.188
C -1.992 -1.072 3.905
H -2.337 -3.178 3.469
N 0.285 1.545 1.049
H 4.289 0.474 1.239
H -4.110 -0.406 -1.145
F 4.439 -2.303 -2.578
C -1.506 3.769 -1.337
H -3.019 -1.887 -3.719
C 1.440 0.761 3.027
F 2.293 -1.779 -0.804
F 3.225 2.787 -1.018
Re 1.109 -0.023 0.263
H -1.822 -0.539 -0.501
C -1.872 2.665 1.148
N -0.142 -0.249 -1.502
C 2.705 0.484 -0.945
H -0.971 0.332 -4.039
H -0.648 -4.817 -0.907
H 4.015 1.134 2.864
H 2.003 1.043 3.919
N 2.358 0.121 2.032
C 4.135 -1.070 -2.219
H -1.822 -0.140 3.366
N -1.535 0.041 -1.284
H -2.943 -2.071 2.215
H 3.308 1.936 1.438
C -2.148 -2.238 2.944
H 0.151 -3.256 -0.774
S -0.640 -2.531 2.011
F 5.870 -0.161 -3.501
C 2.801 -1.208 2.525
F 0.538 2.622 -1.533
H -4.511 -0.005 -2.813
C 4.861 0.028 -2.682
H 3.359 -1.088 3.456
H -2.736 -2.339 -2.042
F -2.111 2.071 2.328
C -3.791 0.174 -2.016
H 3.451 -1.672 1.784
F 5.255 2.332 -2.718
F -3.927 3.748 1.314
C -1.935 0.644 -3.627
C 3.571 0.979 1.879
C -2.372 -1.713 -2.860
C -0.215 -4.111 -0.200
H -1.378 -2.063 -3.158
O -0.445 -1.201 1.242
H -1.870 1.690 -3.322
C 4.533 1.321 -2.277
H 1.939 -1.844 2.710
F -1.312 4.249 -2.563
H 0.690 0.022 3.307
H -3.404 4.733 -1.057
C -0.685 2.393 0.473
H -0.047 2.285 3.008
H -1.183 -1.243 4.617
H -2.652 0.578 -4.444
H 0.638 -4.592 0.277
C 0.779 1.957 2.380
*
```

Output
HOMO-LUMO gap (alpha / beta): 8.19 / 6.79 eV
⟨S²⟩: 3.78

Löwdin population analysis, charges in e, atoms 1 to 8: atom 1 (C): -0.20, atom 2 (C): -0.38, atom 3 (C): -0.61, atom 4 (C): -0.21, atom 5 (H): 0.10, atom 6 (C): 0.11, atom 7 (H): 0.11, atom 8 (H): 0.10

---

[3]
ORCA calculation (ωB97M-V/def2-TZVPD) on a structure of composition C24H33FN3NdSi2.

ORCA input file:
```
! wB97M-V def2-TZVPD RIJCOSX def2/J DEFGRID3
* xyz 0 4
H -0.458 -6.257 0.749
H -1.960 5.187 -1.188
N -2.017 -0.526 -0.278
C 3.632 2.650 -2.473
H 2.041 -0.274 2.487
C 2.939 3.802 -2.013
C 1.429 2.356 -0.726
C -0.959 4.970 -0.862
H -4.397 -3.079 2.821
C 0.005 -2.959 -0.046
C -3.234 -1.960 1.346
Si 3.219 -0.832 0.276
H 5.375 0.329 -0.289
C -0.210 -3.072 -1.384
C 3.252 1.412 -2.032
C 3.756 -2.427 -0.490
H -0.456 4.827 -1.850
H -0.127 3.681 2.940
C -0.881 -5.307 -1.125
H -1.731 -1.257 -0.971
H 4.746 -2.738 -0.006
H -3.289 3.552 0.602
H 3.009 -3.202 -0.351
C -0.792 -4.210 -1.952
H -1.188 4.878 2.228
C -0.415 -5.325 0.167
H 3.222 -1.503 2.647
C -5.649 -2.029 1.477
H 0.644 4.940 1.962
H -2.767 2.131 -0.320
F -1.501 -6.476 -1.584
H -2.186 0.343 -0.828
H -2.551 2.203 1.436
Nd 0.263 -0.385 0.874
H 1.503 4.578 -0.625
Si -0.813 3.507 0.329
C 2.451 -1.161 1.981
N 1.963 -0.008 -0.561
H 3.296 4.837 -2.168
C -4.493 -0.562 -0.126
C -4.409 -2.397 1.946
H -2.289 -2.368 1.662
H 4.420 1.316 0.861
H 3.836 0.528 -2.291
H 4.440 2.750 -3.171
C 2.223 1.226 -1.120
H -0.988 -4.223 -3.014
C -3.270 -0.982 0.342
C 4.690 0.287 0.568
H -6.578 -1.053 -0.259
C -2.509 2.757 0.486
C 0.047 -4.124 0.676
H 3.924 -2.328 -1.570
H -0.073 -2.309 -2.123
N 0.265 2.105 -0.098
H -4.692 0.191 -0.900
H 1.690 -1.967 2.032
C 1.923 3.649 -1.069
H -0.644 5.859 -0.333
H 5.348 -0.124 1.364
C -5.653 -1.166 0.356
H -6.527 -2.414 1.895
H 0.414 -4.129 1.685
C -0.259 4.281 2.002
*
```

Output
HOMO-LUMO gap (alpha / beta): 5.30 / 5.33 eV
⟨S²⟩: 3.75

Löwdin population analysis, charges in e, atoms 1 to 8: atom 1 (H): 0.12, atom 2 (H): 0.01, atom 3 (N): -0.04, atom 4 (C): -0.13, atom 5 (H): 0.01, atom 6 (C): -0.11, atom 7 (C): -0.40, atom 8 (C): -0.19

---

[4]
ORCA calculation (ωB97M-V/def2-TZVPD) on a structure of composition C24H33FeN6P.

ORCA input file:
```
! wB97M-V def2-TZVPD RIJCOSX def2/J DEFGRID3
* xyz 3 6
C -2.233 0.104 -2.053
C 0.607 -1.881 -2.122
C 2.704 -0.424 -0.890
C -0.422 2.192 1.387
H -5.556 1.599 -0.670
C 1.535 2.795 0.648
C 1.236 -2.390 -0.951
N -0.164 3.415 1.877
N 0.611 1.780 0.625
C 1.065 3.808 1.421
C -0.692 -2.075 3.380
H -0.527 5.155 2.963
C -2.350 0.843 -0.005
H 3.405 1.180 -3.279
H 1.499 4.760 1.677
H -3.411 -0.382 3.939
H 0.059 0.774 -3.979
H -0.063 -0.897 -4.544
C 2.054 0.095 -2.038
H -4.544 2.701 0.272
H 3.933 1.318 -0.470
H -0.967 -2.227 -3.590
C -4.738 1.656 0.041
H 3.021 -1.672 1.690
C 2.531 1.382 -2.653
H 1.044 -4.482 -1.250
C -1.192 -0.296 2.194
H -0.730 -2.770 4.202
C 3.939 0.244 -0.351
C -1.032 4.217 2.752
H -1.210 3.693 3.687
C 2.306 -1.679 -0.354
H 0.006 -3.624 -3.190
N -1.473 -0.954 3.332
H -1.206 -3.054 -2.061
H 0.788 -2.800 1.932
H 4.181 -2.230 0.497
H -0.268 -3.804 -0.309
H 4.115 0.019 0.697
N -3.550 1.044 -0.576
H 2.471 2.762 0.126
N -0.256 -0.964 1.506
C 0.578 -0.184 -4.037
H -1.974 4.429 2.253
H 2.890 -3.289 0.984
C -0.453 -2.722 -2.775
N -1.520 0.264 -0.889
C 0.059 -2.079 2.247
C -2.431 -0.557 4.376
C 1.051 -0.666 -2.693
H 2.838 2.116 -1.914
H -2.081 0.336 4.888
H 4.801 -0.125 -0.916
Fe 0.392 -0.081 -0.232
H -1.815 -0.340 -2.936
P -1.973 1.277 1.724
H 1.779 1.840 -3.286
H -5.014 1.115 0.941
C -3.492 0.582 -1.862
C 0.807 -3.749 -0.474
H -4.335 0.637 -2.531
H 1.299 -4.083 0.431
H 1.449 -0.034 -4.679
C 3.127 -2.253 0.772
H -2.507 -1.368 5.093
*
```

Output
HOMO-LUMO gap (alpha / beta): 9.47 / 6.86 eV
⟨S²⟩: 8.76

Löwdin population analysis, charges in e, atoms 1 to 8: atom 1 (C): -0.06, atom 2 (C): -0.18, atom 3 (C): -0.21, atom 4 (C): -0.42, atom 5 (H): 0.11, atom 6 (C): -0.06, atom 7 (C): -0.18, atom 8 (N): -0.09

---

[5]
ORCA calculation (ωB97M-V/def2-TZVPD) on a structure of composition C24H33FeN6P.

ORCA input file:
```
! wB97M-V def2-TZVPD RIJCOSX def2/J DEFGRID3
* xyz 3 6
H -4.374 0.633 -2.536
H 3.039 -1.453 1.689
N -0.322 -1.021 1.528
C 3.945 0.314 -0.340
C 1.035 -0.603 -2.671
H 1.506 -4.108 0.315
C 1.287 -2.344 -0.948
H 2.914 2.153 -2.009
C -4.771 1.651 0.037
H -1.862 -0.360 -2.939
C -0.411 2.121 1.354
Fe 0.331 -0.194 -0.236
H 0.047 -3.615 -3.113
C 2.543 1.418 -2.714
H 2.522 2.482 0.109
H 1.650 4.575 1.633
C -1.256 -0.338 2.208
H 1.332 0.068 -4.668
H 1.771 1.892 -3.309
H -0.142 -3.801 -0.234
H -1.114 3.688 3.638
H -0.932 -2.243 -3.574
C 2.324 -1.601 -0.341
N -1.569 0.226 -0.888
H 4.182 -2.146 0.555
H -2.615 -1.388 5.089
C 0.498 -0.102 -3.985
H -1.831 4.458 2.194
C 2.074 0.151 -2.056
H 4.110 1.318 -0.713
H -3.479 -0.371 3.928
N -0.087 3.331 1.832
C -0.423 -2.702 -2.738
H -0.834 -2.802 4.231
H 3.958 0.334 0.747
C -0.778 -2.112 3.407
N 0.600 1.646 0.603
C 0.627 -1.831 -2.106
C 1.165 3.648 1.379
C -2.511 -0.572 4.380
H -0.169 -0.800 -4.475
C -2.398 0.806 -0.005
N -3.591 1.024 -0.579
H 3.374 1.179 -3.386
C 2.721 -0.351 -0.903
C 0.912 -3.732 -0.507
H 0.712 -2.855 1.980
H -5.590 1.594 -0.674
H 1.063 -4.418 -1.342
N -1.550 -0.985 3.347
H -1.174 -3.014 -2.012
C -2.279 0.080 -2.054
C -0.016 -2.127 2.281
H -0.018 0.854 -3.879
H 2.851 -3.115 1.136
H -0.341 5.099 2.901
H -2.143 0.309 4.901
H -5.048 1.115 0.941
C 1.585 2.601 0.617
H 4.813 -0.272 -0.658
P -1.988 1.262 1.716
H -4.564 2.695 0.260
C -3.532 0.571 -1.868
C 3.125 -2.115 0.826
C -0.905 4.194 2.698
*
```

Output
HOMO-LUMO gap (alpha / beta): 9.47 / 6.87 eV
⟨S²⟩: 8.76

Löwdin population analysis, charges in e, atoms 1 to 8: atom 1 (H): 0.15, atom 2 (H): 0.11, atom 3 (N): -0.01, atom 4 (C): -0.01, atom 5 (C): -0.18, atom 6 (H): 0.08, atom 7 (C): -0.20, atom 8 (H): 0.07

---

[6]
ORCA calculation (ωB97M-V/def2-TZVPD) on a structure of composition C24H33GeN2O2S4SbW.

ORCA input file:
```
! wB97M-V def2-TZVPD RIJCOSX def2/J DEFGRID3
* xyz 0 1
C 1.651 2.055 -3.618
Ge 2.021 -1.180 -1.555
C 1.076 1.873 -2.349
H -2.931 1.811 2.219
H 5.022 -0.657 -2.063
S -0.689 -2.052 0.108
H 4.257 -1.566 -4.548
H 3.233 -0.929 2.468
C 0.714 2.880 -0.147
H 5.913 0.859 -0.265
H 3.185 -2.215 4.568
H 4.263 0.347 0.081
C -0.093 -1.468 4.354
C 1.159 -2.351 -2.879
H 4.293 4.018 -2.765
H 0.498 -1.753 -3.511
H 4.691 -3.034 -1.644
S -0.950 -5.100 -0.899
C 2.265 -1.804 4.174
H -0.841 3.057 1.942
H -1.027 -1.567 4.896
H 5.616 -0.403 0.932
C 1.115 -0.636 2.432
N -0.379 2.221 0.063
H -1.962 0.242 3.527
H 3.150 3.944 -0.576
H 1.219 1.526 -4.457
C -0.090 -0.780 3.136
C 3.189 -2.172 -0.342
C 3.382 3.451 -2.639
H 1.673 -4.186 -3.866
H 1.055 -2.580 5.773
H 3.058 -3.374 -3.198
C 2.118 -3.198 -3.731
H 3.161 -1.649 0.610
N -1.423 0.465 1.567
H 0.995 3.716 0.496
H -1.884 3.575 0.599
C 5.291 -0.007 -0.034
C 1.581 2.630 -1.259
H 2.822 -0.039 -2.232
S -1.709 -0.984 -1.352
H 1.493 -2.367 -5.609
H 5.174 -2.872 0.025
H 6.447 -1.314 -1.292
C 3.308 -1.355 -5.048
C -1.354 2.727 1.034
O 1.140 0.039 1.261
O 0.107 1.005 -2.174
Sb -0.521 -5.503 1.289
H 2.711 -3.135 -0.156
C 4.643 -2.360 -0.785
S 1.230 -4.235 1.957
C 2.301 -1.099 2.986
H 3.533 -0.982 -6.049
H 2.821 -0.550 -4.493
H -2.948 1.377 0.489
C 5.395 -1.071 -1.122
H 2.930 -3.363 -5.711
W 0.009 0.114 -0.316
C 1.068 -2.010 4.856
C -2.310 1.583 1.349
C 2.760 3.393 -1.424
H 3.263 2.886 -4.715
C 2.434 -2.603 -5.102
C 2.793 2.803 -3.743
C -1.253 -0.018 2.734
H 0.526 -3.011 -2.278
*
```

Output
HOMO-LUMO gap: 4.60 eV

Löwdin population analysis, charges in e, atoms 1 to 8: atom 1 (C): -0.02, atom 2 (Ge): 0.86, atom 3 (C): -0.40, atom 4 (H): 0.12, atom 5 (H): 0.07, atom 6 (S): 0.08, atom 7 (H): 0.07, atom 8 (H): 0.11

---

For the records above, the corresponding max |F| values read 0.028; 0.006; 0.070; 0.005; 0.003; 0.013 Eh/bohr.